# 1
Here is a cluster of 2 separate species, C5H15NO in total from the OMol25 dataset. Energies are from the ωB97M-V functional and the def2-TZVPD basis.

Electronic energy, Ha: -329.47284
SMILES: CC(C)[C@@H](C)N.O
Relative energy (zero: lowest compared OMol25 entry of this formula, charge and spin), eV: 0.9460
LUMO energy, eV: 0.67
Multiplicity: 1

Element x y z (Å)
C  0.183  1.866  0.513
C  -0.887  0.793  0.184
C  -0.997  0.440  -1.297
C  -0.598  -0.499  0.996
C  -1.816  -1.407  1.106
N  0.573  -1.311  0.589
H  0.181  1.853  1.600
H  1.189  1.652  0.137
H  -0.072  2.808  0.030
H  -1.763  1.346  0.539
H  -1.414  -0.526  -1.585
H  0.009  0.381  -1.737
H  -1.498  1.190  -1.911
H  -0.367  -0.151  2.014
H  -2.034  -1.876  0.145
H  -2.585  -0.846  1.629
H  -1.572  -2.279  1.719
H  1.401  -0.714  0.544
H  0.405  -1.395  -0.426
O  4.002  -0.463  -1.916
H  4.583  -0.315  -1.185
H  3.078  -0.546  -1.688

These are the Löwdin partial charges, in e, on atoms 1 to 5:
1 C -0.08
2 C -0.39
3 C -0.08
4 C -0.46
5 C -0.07

---

# 2
Here is a cluster of 2 separate species, C5H15NO in total from the OMol25 dataset. Energies are from the ωB97M-V functional and the def2-TZVPD basis.

Electronic energy, Ha: -329.46097
SMILES: CCCNCC.O
Relative energy (zero: lowest compared OMol25 entry of this formula, charge and spin), eV: 1.2690
LUMO energy, eV: 0.93
Multiplicity: 1

Element x y z (Å)
C  -0.058  -1.243  -1.816
C  -1.301  -0.622  -1.191
C  -1.260  -0.436  0.345
N  -0.863  0.912  0.830
C  0.580  1.231  0.990
C  1.231  1.880  -0.249
H  0.248  -2.112  -1.227
H  -0.335  -1.643  -2.799
H  0.789  -0.588  -2.005
H  -2.124  -1.323  -1.368
H  -1.643  0.306  -1.665
H  -2.272  -0.472  0.745
H  -0.709  -1.240  0.827
H  -1.280  1.649  0.288
H  1.122  0.326  1.211
H  0.633  2.017  1.755
H  2.270  2.127  0.010
H  0.757  2.770  -0.648
H  1.402  1.109  -1.001
O  1.024  -1.697  2.666
H  1.062  -2.145  1.818
H  0.727  -0.809  2.482

These are the Löwdin partial charges, in e, on atoms 1 to 5:
1 C -0.11
2 C -0.24
3 C -0.22
4 N -0.08
5 C -0.26

---

# 3
Here is a cluster of 2 separate species, C5H15NO in total from the OMol25 dataset. Energies are from the ωB97M-V functional and the def2-TZVPD basis.

Electronic energy, Ha: -329.41958
SMILES: CCN(C)CC.O
Relative energy (zero: lowest compared OMol25 entry of this formula, charge and spin), eV: 2.3952
LUMO energy, eV: 0.88
Multiplicity: 1

Element x y z (Å)
C  0.319  -1.842  0.910
C  0.314  -0.350  1.177
N  -0.931  0.313  1.005
C  -1.622  1.282  1.882
C  -1.380  0.333  -0.389
C  -2.405  1.362  -0.900
H  1.280  -2.302  1.198
H  -0.669  -2.102  1.309
H  0.065  -1.963  -0.147
H  1.062  0.122  0.508
H  0.877  -0.073  2.096
H  -2.693  1.094  1.915
H  -1.478  2.321  1.572
H  -1.087  1.110  2.813
H  -1.793  -0.635  -0.640
H  -0.477  0.318  -1.013
H  -2.140  1.720  -1.886
H  -2.337  2.363  -0.446
H  -3.351  0.842  -0.942
O  6.250  -0.950  -3.521
H  5.745  -1.694  -3.861
H  6.449  -1.268  -2.638

These are the Löwdin partial charges, in e, on atoms 1 to 5:
1 C -0.09
2 C -0.33
3 N -0.24
4 C -0.07
5 C -0.25

---

# 4
Here is a cluster of 2 separate species, C5H15NO in total from the OMol25 dataset. Energies are from the ωB97M-V functional and the def2-TZVPD basis.

Electronic energy, Ha: -329.47528
SMILES: CC(C)N.CCO
Relative energy (zero: lowest compared OMol25 entry of this formula, charge and spin), eV: 0.8797
LUMO energy, eV: 0.85
Multiplicity: 1

Element x y z (Å)
C  0.834  -0.405  1.924
C  0.140  -1.544  1.193
C  -1.371  -1.356  1.198
N  0.657  -1.633  -0.188
H  1.923  -0.496  1.935
H  0.585  0.544  1.446
H  0.490  -0.370  2.957
H  0.368  -2.486  1.703
H  -1.630  -0.325  0.962
H  -1.773  -1.605  2.181
H  -1.836  -1.994  0.447
H  1.631  -1.391  -0.300
H  0.446  -2.477  -0.702
C  -0.447  2.619  -2.006
C  0.352  1.442  -1.475
O  -0.467  0.320  -1.324
H  0.210  3.482  -2.147
H  -1.234  2.903  -1.308
H  -0.896  2.347  -2.961
H  1.170  1.231  -2.187
H  0.823  1.728  -0.520
H  0.024  -0.534  -0.828

These are the Löwdin partial charges, in e, on atoms 1 to 5:
1 C -0.06
2 C -0.46
3 C -0.07
4 N 0.04
5 H 0.08

---

# 5
Here is a cluster of 2 separate species, C5H15NO in total from the OMol25 dataset. Energies are from the ωB97M-V functional and the def2-TZVPD basis.

Electronic energy, Ha: -329.41071
SMILES: CC[C@@H](C)NC.O
Relative energy (zero: lowest compared OMol25 entry of this formula, charge and spin), eV: 2.6366
LUMO energy, eV: 0.94
Multiplicity: 1

Element x y z (Å)
C  1.352  0.467  -2.281
C  0.081  -0.046  -1.609
C  -0.032  0.578  -0.096
C  -0.926  1.905  -0.056
N  -0.747  -0.545  0.597
C  -1.165  -0.144  2.031
H  1.389  1.641  -2.449
H  1.693  -0.069  -3.183
H  2.240  0.322  -1.528
H  -0.642  0.357  -2.381
H  -0.234  -1.109  -1.557
H  0.919  1.071  0.244
H  -0.926  2.177  1.053
H  -0.538  2.766  -0.649
H  -2.000  1.743  -0.327
H  -1.613  -0.707  0.045
H  -1.851  0.693  2.021
H  -0.252  0.178  2.724
H  -1.533  -0.983  2.555
O  1.204  -3.495  1.700
H  1.625  -3.319  0.814
H  1.956  -3.481  2.331

These are the Löwdin partial charges, in e, on atoms 1 to 5:
1 C -0.17
2 C -0.24
3 C -0.37
4 C -0.10
5 N -0.10

---

# 6
Here is a cluster of 2 separate species, C5H15NO in total from the OMol25 dataset. Energies are from the ωB97M-V functional and the def2-TZVPD basis.

Electronic energy, Ha: -329.44193
SMILES: CC(C)CCN.O
Relative energy (zero: lowest compared OMol25 entry of this formula, charge and spin), eV: 1.7870
LUMO energy, eV: 0.89
Multiplicity: 1

Element x y z (Å)
C  -1.737  0.963  -0.196
C  -0.236  0.804  0.296
C  0.120  1.657  1.594
C  -0.053  -0.745  0.365
C  1.503  -1.076  0.636
N  2.355  -0.371  -0.327
H  -2.027  1.934  -0.574
H  -2.308  0.475  0.617
H  -1.926  0.323  -1.137
H  0.474  1.032  -0.513
H  -0.044  2.742  1.411
H  1.119  1.566  2.036
H  -0.669  1.264  2.280
H  -0.449  -1.479  -0.394
H  -0.451  -0.921  1.336
H  1.655  -2.173  0.678
H  1.811  -0.726  1.666
H  2.230  -0.693  -1.290
H  3.258  -0.423  0.119
O  -1.501  -1.752  -3.080
H  -1.834  -0.895  -3.351
H  -1.290  -1.505  -2.173

These are the Löwdin partial charges, in e, on atoms 1 to 5:
1 C -0.08
2 C -0.42
3 C -0.05
4 C -0.17
5 C -0.28

---

# 7
Here is a cluster of 2 separate species, C5H15NO in total from the OMol25 dataset. Energies are from the ωB97M-V functional and the def2-TZVPD basis.

Electronic energy, Ha: -329.47880
SMILES: CCCCNC.O
Relative energy (zero: lowest compared OMol25 entry of this formula, charge and spin), eV: 0.7838
LUMO energy, eV: 0.86
Multiplicity: 1

Element x y z (Å)
C  -1.278  2.221  -2.107
C  -0.397  0.970  -2.218
C  -0.641  0.012  -1.066
C  -0.352  0.637  0.312
N  0.210  -0.357  1.254
C  -0.818  -1.165  1.907
H  -1.295  2.781  -3.038
H  -0.888  2.878  -1.331
H  -2.298  1.964  -1.826
H  -0.582  0.452  -3.159
H  0.652  1.256  -2.167
H  -1.666  -0.372  -1.068
H  0.028  -0.851  -1.104
H  0.376  1.445  0.257
H  -1.271  1.066  0.738
H  0.701  0.207  1.939
H  -0.344  -2.063  2.299
H  -1.340  -0.655  2.727
H  -1.533  -1.487  1.155
O  3.024  -2.091  1.454
H  3.187  -1.511  2.204
H  2.078  -1.961  1.306

These are the Löwdin partial charges, in e, on atoms 1 to 5:
1 C -0.11
2 C -0.27
3 C -0.22
4 C -0.25
5 N -0.15

---

# 8
Here is a cluster of 2 separate species, C5H15NO in total from the OMol25 dataset. Energies are from the ωB97M-V functional and the def2-TZVPD basis.

Electronic energy, Ha: -329.47914
SMILES: CC[C@H](C)CN.O
Relative energy (zero: lowest compared OMol25 entry of this formula, charge and spin), eV: 0.7746
LUMO energy, eV: 0.79
Multiplicity: 1

Element x y z (Å)
C  -0.182  -1.080  2.173
C  -0.393  0.031  1.134
C  -0.510  -0.471  -0.279
C  0.588  -1.437  -0.684
C  -0.612  0.710  -1.260
N  -1.908  0.696  -2.007
H  -0.446  -0.711  3.171
H  0.804  -1.536  2.224
H  -0.906  -1.887  2.007
H  0.457  0.704  1.210
H  -1.285  0.559  1.461
H  -1.462  -0.985  -0.448
H  0.667  -2.246  0.045
H  1.573  -0.978  -0.779
H  0.394  -1.939  -1.631
H  0.125  0.701  -2.075
H  -0.506  1.674  -0.751
H  -2.585  1.371  -1.682
H  -1.751  0.839  -2.998
O  2.426  2.318  0.324
H  3.180  1.995  -0.184
H  2.332  1.670  1.030

These are the Löwdin partial charges, in e, on atoms 1 to 5:
1 C -0.12
2 C -0.24
3 C -0.40
4 C -0.08
5 C -0.23

---

# 9
Here is a cluster of 2 separate species, C5H15NO in total from the OMol25 dataset. Energies are from the ωB97M-V functional and the def2-TZVPD basis.

Electronic energy, Ha: -329.46206
SMILES: CCCN(C)C.O
Relative energy (zero: lowest compared OMol25 entry of this formula, charge and spin), eV: 1.2393
LUMO energy, eV: 0.74
Multiplicity: 1

Element x y z (Å)
C  -1.510  -0.475  2.090
C  -1.172  0.561  0.974
C  -0.099  0.080  0.034
N  0.170  1.105  -0.932
C  1.514  0.793  -1.458
C  -0.803  1.024  -1.991
H  -0.582  -0.704  2.641
H  -1.941  -1.419  1.718
H  -2.228  -0.011  2.788
H  -2.076  0.688  0.346
H  -0.994  1.515  1.506
H  0.784  -0.212  0.633
H  -0.413  -0.802  -0.557
H  2.256  0.679  -0.649
H  1.794  1.665  -2.072
H  1.544  -0.109  -2.093
H  -0.852  0.016  -2.437
H  -0.495  1.740  -2.772
H  -1.810  1.301  -1.637
O  2.210  -2.232  1.592
H  1.644  -2.925  1.182
H  3.058  -2.279  1.096

These are the Löwdin partial charges, in e, on atoms 1 to 5:
1 C -0.11
2 C -0.24
3 C -0.29
4 N -0.28
5 C -0.11

---

# 10
Here is a cluster of 3 separate species, C5H15NO2 in total from the OMol25 dataset. Energies are from the ωB97M-V functional and the def2-TZVPD basis.

Electronic energy, Ha: -404.66280
SMILES: C=CC[C@@H](C)N.O.O
Relative energy (zero: lowest compared OMol25 entry of this formula, charge and spin), eV: 2.5105
LUMO energy, eV: 0.84
Multiplicity: 1

Element x y z (Å)
C  1.391  0.821  -2.317
C  1.658  0.617  -1.014
C  0.533  0.771  0.075
C  0.772  -0.153  1.295
C  0.974  0.684  2.556
N  -0.487  -0.898  1.400
H  2.192  0.883  -2.961
H  0.408  1.126  -2.643
H  2.695  0.296  -0.718
H  0.510  1.942  0.171
H  -0.439  0.458  -0.361
H  1.651  -0.803  1.322
H  1.128  -0.014  3.302
H  1.834  1.271  2.377
H  0.148  1.422  2.735
H  -0.214  -1.762  1.786
H  -1.187  -0.547  2.006
O  -3.277  0.845  -2.117
H  -4.006  0.249  -2.127
H  -3.120  0.934  -3.030
O  -1.242  -2.976  -0.829
H  -1.310  -2.046  -0.830
H  -0.613  -3.122  -0.077

These are the Löwdin partial charges, in e, on atoms 1 to 5:
1 C -0.02
2 C -0.17
3 C -0.17
4 C -0.44
5 C -0.08

---

Calculated Kohn-Sham gap in order - 10.56, 9.51, 8.57, 9.59, 9.73, 10.03, 10.12, 9.80, 9.44, 10.08 eV